Entry 1:
92
Properties=species:S:1:pos:R:3 method="wB97M-V/def2-TZVPD" relative_energy_kj_mol=0.00 smiles="C=CCc1cc(COC)c2ncc(B(O)OCC)nc2c1.C[C@@H]1COC(=O)O1.C[C@@H]1COC(=O)O1.C[C@@H]1COC(=O)O1.C[C@@H]1COC(=O)O1" total_charge=0 multiplicity=1 e_tot_ha=-2469.87947
C -0.84 1.59 1.63
C -0.31 0.84 0.54
C 0.80 1.45 -0.44
C 0.19 1.76 -1.90
C -0.05 3.25 -2.32
C -0.67 3.59 -3.69
C -0.90 5.15 -4.06
O 0.45 5.71 -4.22
C 0.64 6.90 -3.42
C -1.08 2.46 -4.72
N -1.69 2.90 -5.95
C -1.96 1.79 -6.80
C -1.65 0.31 -6.45
B -2.00 -0.81 -7.61
O -2.96 -1.86 -7.41
O -1.32 -0.65 -8.87
C 0.12 -0.49 -8.70
C 0.65 0.99 -9.12
N -1.09 -0.14 -5.21
C -0.81 0.98 -4.36
C -0.17 0.66 -2.94
H -0.49 2.67 1.80
H -1.58 1.16 2.41
H -0.74 -0.22 0.38
H 1.19 2.45 -0.01
H 1.71 0.74 -0.48
H 0.25 4.05 -1.56
H -1.40 5.27 -5.10
H -1.53 5.70 -3.29
H 1.75 6.90 -3.11
H 0.04 6.90 -2.44
H 0.48 7.83 -4.07
H -2.44 2.02 -7.82
H -2.54 -2.70 -7.13
H 0.61 -1.20 -9.48
H 0.53 -0.82 -7.68
H 1.82 1.02 -9.01
H 0.25 1.81 -8.43
H 0.30 1.26 -10.18
H 0.01 -0.43 -2.65
C 6.89 1.19 -6.89
C 5.56 1.31 -7.60
C 4.38 1.40 -6.68
O 3.33 0.88 -7.49
C 3.91 0.02 -8.38
O 3.31 -0.73 -9.09
O 5.27 0.13 -8.35
H 7.69 0.98 -7.61
H 7.14 2.11 -6.36
H 6.88 0.36 -6.18
H 5.59 2.15 -8.31
H 4.17 2.42 -6.37
H 4.47 0.77 -5.79
C 0.23 -3.30 4.82
C -1.13 -2.94 4.27
C -1.15 -2.76 2.78
O -2.25 -1.87 2.61
C -2.35 -1.14 3.76
O -3.05 -0.17 3.89
O -1.55 -1.66 4.73
H 0.22 -3.27 5.91
H 0.53 -4.30 4.50
H 0.99 -2.59 4.49
H -1.87 -3.68 4.59
H -1.33 -3.69 2.24
H -0.25 -2.28 2.38
C -2.44 -5.40 10.03
C -1.19 -5.93 9.37
C -0.15 -4.88 9.10
O 0.56 -5.43 8.00
C -0.32 -6.22 7.33
O -0.12 -6.70 6.25
O -1.46 -6.40 8.05
H -3.21 -6.17 10.06
H -2.23 -5.08 11.06
H -2.85 -4.56 9.48
H -0.78 -6.76 9.95
H 0.52 -4.73 9.95
H -0.57 -3.92 8.80
C -1.49 2.48 7.26
C -1.64 0.97 7.31
C -3.01 0.52 7.72
O -2.74 -0.76 8.29
C -1.46 -0.72 8.75
O -0.97 -1.56 9.45
O -0.82 0.41 8.33
H -0.44 2.75 7.10
H -2.08 2.91 6.45
H -1.79 2.94 8.20
H -1.34 0.53 6.35
H -3.70 0.43 6.88
H -3.47 1.15 8.50

---

Entry 2:
64
Properties=species:S:1:pos:R:3 method="wB97M-V/def2-TZVPD" total_charge=+1 multiplicity=1 e_tot_ha=-1941.13461
Y -0.19 -0.52 -0.45
C 1.80 1.34 -2.60
C 2.10 1.82 -1.20
C 2.97 2.91 -1.04
C 3.23 3.37 0.22
C 2.63 2.74 1.34
C 2.88 3.19 2.65
C 2.29 2.55 3.70
C 1.45 1.44 3.47
C 1.17 0.97 2.21
S 0.10 -0.43 2.06
C 1.78 1.63 1.10
N 1.52 1.21 -0.19
H 1.40 2.15 -3.21
H 1.07 0.53 -2.62
H 2.71 0.97 -3.08
H 3.42 3.37 -1.91
H 3.88 4.21 0.38
H 3.53 4.04 2.80
H 2.47 2.88 4.71
H 0.99 0.94 4.31
C -3.49 2.54 -2.15
Si -2.67 1.91 -0.59
C -1.09 2.91 -0.47
C -3.62 2.24 0.96
N -2.24 0.20 -0.69
C -3.30 -0.73 -0.54
C -4.66 -0.46 -0.76
C -5.64 -1.42 -0.60
C -5.32 -2.72 -0.22
C -3.99 -3.03 0.02
C -3.06 -2.03 -0.12
F -1.72 -2.37 0.14
H -3.67 3.61 -2.07
H -4.44 2.06 -2.40
H -2.81 2.38 -2.99
H -1.40 3.96 -0.43
H -0.44 2.82 -1.35
H -0.51 2.72 0.43
H -3.84 3.30 1.06
H -3.00 1.94 1.81
H -4.56 1.69 1.03
H -4.95 0.53 -1.08
H -6.67 -1.16 -0.79
H -6.08 -3.47 -0.11
H -3.68 -4.01 0.34
N 2.91 -1.30 -0.19
C 3.85 -2.43 -0.30
C 3.45 -3.59 0.60
C 2.19 -4.36 0.23
C 0.93 -3.50 0.22
N 0.69 -2.77 -1.08
H 3.30 -0.49 -0.66
H 2.82 -1.03 0.79
H 4.87 -2.14 -0.06
H 3.86 -2.76 -1.35
H 3.33 -3.20 1.62
H 4.29 -4.29 0.65
H 2.05 -5.15 0.96
H 2.31 -4.85 -0.75
H 1.00 -2.76 1.02
H 0.04 -4.09 0.41
H 0.14 -3.38 -1.67
H 1.59 -2.66 -1.54

---

Entry 3:
156
Properties=species:S:1:pos:R:3 method="wB97M-V/def2-TZVPD" relative_energy_kj_mol=128.76 total_charge=0 multiplicity=1 e_tot_ha=-3230.76992
C -1.87 -3.39 -5.70
C -0.45 -3.64 -5.23
O 0.05 -4.74 -5.37
N 0.23 -2.55 -4.80
C 1.60 -2.67 -4.27
H -1.92 -3.65 -6.75
H -2.17 -2.34 -5.59
H -2.55 -4.07 -5.19
H -0.22 -1.64 -4.80
H 1.64 -2.23 -3.28
H 2.23 -2.09 -4.95
H 1.89 -3.72 -4.26
C 3.19 -2.21 6.44
C 2.25 -2.82 5.43
O 2.31 -4.01 5.09
N 1.34 -2.01 4.84
C 0.27 -2.49 3.98
H 2.71 -2.10 7.41
H 3.44 -1.19 6.13
H 4.08 -2.82 6.45
H 1.38 -1.04 5.09
H -0.07 -1.65 3.39
H -0.51 -2.96 4.58
H 0.64 -3.24 3.29
C 0.03 7.25 4.36
C 1.22 6.75 5.16
O 1.38 7.16 6.30
N 2.14 5.95 4.56
C 2.20 5.58 3.15
H 0.24 7.24 3.29
H -0.26 8.26 4.61
H -0.78 6.54 4.49
H 2.94 5.70 5.10
H 1.39 4.88 2.89
H 3.16 5.14 2.89
H 2.07 6.46 2.52
C -0.10 0.26 -1.89
C 0.88 0.28 -0.75
O 1.89 -0.45 -0.75
N 0.72 1.24 0.18
C 1.50 1.33 1.38
H -0.05 -0.68 -2.43
H 0.09 1.06 -2.60
H -1.11 0.45 -1.54
H -0.10 1.83 0.16
H 1.47 2.31 1.85
H 2.51 0.97 1.16
H 1.17 0.65 2.19
C -0.70 -3.62 -0.90
C -0.66 -4.18 0.50
O -1.12 -3.53 1.42
N -0.04 -5.37 0.62
C 0.09 -5.99 1.93
H -0.52 -4.35 -1.69
H 0.17 -2.97 -1.05
H -1.62 -3.06 -1.04
H 0.14 -5.87 -0.23
H -0.56 -6.86 2.02
H -0.11 -5.29 2.73
H 1.11 -6.39 2.00
C 5.81 2.58 7.08
C 4.95 1.81 6.12
O 4.93 0.61 6.06
N 4.12 2.60 5.37
C 3.21 2.14 4.36
H 6.66 1.98 7.41
H 5.25 2.90 7.96
H 6.23 3.48 6.63
H 4.29 3.58 5.43
H 3.69 2.16 3.37
H 2.33 2.78 4.32
H 2.97 1.08 4.46
C -5.71 0.63 -5.37
C -4.87 0.39 -4.14
O -4.75 1.27 -3.28
N -4.35 -0.84 -4.02
C -3.55 -1.26 -2.89
H -5.29 0.18 -6.28
H -5.85 1.69 -5.58
H -6.70 0.19 -5.23
H -4.44 -1.49 -4.78
H -2.55 -1.57 -3.20
H -4.06 -2.05 -2.34
H -3.48 -0.45 -2.17
C -1.16 3.59 -2.98
C -2.17 4.35 -3.80
O -1.82 5.36 -4.42
N -3.39 3.79 -3.88
C -4.50 4.28 -4.67
H -1.56 2.68 -2.52
H -0.80 4.20 -2.15
H -0.30 3.31 -3.58
H -3.50 2.88 -3.46
H -4.28 4.23 -5.74
H -4.77 5.30 -4.41
H -5.33 3.64 -4.38
C -2.72 -0.03 1.52
C -4.17 -0.36 1.27
O -4.57 -0.65 0.14
N -5.00 -0.31 2.33
C -6.39 -0.67 2.33
H -2.08 -0.73 0.97
H -2.44 -0.04 2.58
H -2.46 0.95 1.11
H -4.59 0.03 3.18
H -6.58 -1.47 3.04
H -6.79 -1.05 1.40
H -7.00 0.19 2.63
C -2.09 5.39 0.17
C -1.58 4.29 1.08
O -1.26 3.22 0.56
N -1.59 4.47 2.41
C -1.26 3.37 3.31
H -2.52 6.21 0.76
H -2.86 4.99 -0.49
H -1.26 5.79 -0.41
H -2.06 5.25 2.82
H -0.21 3.46 3.62
H -1.42 2.42 2.80
H -1.83 3.39 4.24
C -2.03 0.47 -7.02
C -1.18 0.66 -5.78
O -1.28 -0.12 -4.83
N -0.39 1.75 -5.71
C -0.40 2.88 -6.67
H -2.93 1.07 -6.86
H -2.25 -0.59 -7.08
H -1.63 0.77 -7.98
H -0.14 1.92 -4.75
H 0.49 3.48 -6.50
H -1.31 3.44 -6.52
H -0.22 2.45 -7.65
C 2.62 -5.92 -1.38
C 3.38 -4.81 -2.05
O 3.78 -4.97 -3.21
N 3.70 -3.74 -1.31
C 4.38 -2.55 -1.78
H 1.56 -5.64 -1.36
H 2.84 -6.09 -0.32
H 2.73 -6.87 -1.89
H 3.56 -3.79 -0.31
H 4.68 -2.70 -2.82
H 5.30 -2.40 -1.21
H 3.72 -1.69 -1.64
C 3.79 -5.98 2.60
C 3.70 -4.75 1.77
O 4.36 -4.63 0.74
N 2.95 -3.75 2.27
C 2.82 -2.44 1.66
H 3.01 -6.07 3.36
H 4.72 -5.88 3.17
H 3.91 -6.93 2.08
H 2.65 -3.87 3.26
H 3.17 -1.72 2.41
H 1.78 -2.17 1.46
H 3.37 -2.30 0.73